{
  "formula": "C24H18F3MnNOPS4Sb",
  "method": "ωB97M-V/def2-TZVPD",
  "lumo_ev": [-0.57, -2.60],
  "total_energy_ha": -4680.466814,
  "total_charge": 0,
  "orbital_gap_ev": [7.219, 5.285],
  "spin_multiplicity": 6,
  "max_force_ev_per_a": 2.84,
  "homo_energy_ha": [-0.286, -0.290],
  "species": ["Sb", "Mn", "S", "S", "S", "S", "P", "F", "F", "F", "O", "N", "C", "C", "C", "C", "C", "C", "C", "C", "C", "C", "C", "C", "C", "C", "C", "C", "C", "C", "C", "C", "C", "C", "C", "C", "H", "H", "H", "H", "H", "H", "H", "H", "H", "H", "H", "H", "H", "H", "H", "H", "H", "H"],
  "coordinates": [[0.6456, -1.5084, 5.2718], [-0.2912, 0.6318, 2.5808], [1.5190, -0.4750, 3.1320], [-1.3728, -0.6720, 4.0464], [0.6643, 2.8097, 2.3606], [0.5974, -3.7421, 4.7149], [0.1877, -0.9222, -0.3742], [0.4107, 5.0337, 0.1787], [-0.3034, 5.8925, 2.0287], [-1.3760, 6.2153, 0.1986], [-0.6835, -0.2916, 0.6742], [-1.7235, 1.9029, 2.1835], [-1.8977, -1.2985, -2.0684], [-2.6288, -1.1751, -3.2342], [1.7858, -0.0776, -0.3844], [0.3188, -4.6069, 1.3176], [1.0178, -3.4630, -1.1187], [-0.9633, 2.9736, 1.8510], [-0.6347, -0.7245, -1.9760], [-0.8448, 0.1105, -4.2087], [1.7419, 1.3115, -0.4613], [4.1568, -0.0062, -0.0963], [-1.5241, 4.0688, 1.1699], [-2.8589, 4.0208, 0.8140], [0.4461, -2.6889, -0.1128], [-3.6070, 2.8888, 1.1240], [2.9110, 2.0411, -0.3550], [0.8694, -5.3815, 0.3094], [-2.9994, 1.8609, 1.8213], [2.9889, -0.7421, -0.2010], [-0.6942, 5.2890, 0.8965], [0.1040, -3.2553, 1.1066], [1.2255, -4.8119, -0.9047], [4.1148, 1.3779, -0.1715], [-0.1034, -0.0201, -3.0455], [-2.0992, -0.4700, -4.3049], [-0.3266, -2.6288, 1.8807], [-3.5428, 0.9743, 2.1178], [3.0016, -1.8207, -0.1323], [-2.2916, -1.8315, -1.2134], [1.0225, -6.4375, 0.4697], [5.0958, -0.5182, 0.0542], [1.6675, -5.4211, -1.6804], [-0.4400, 0.6644, -5.0428], [0.7858, 1.8049, -0.6072], [-4.6407, 2.8092, 0.8383], [-3.6059, -1.6290, -3.3092], [5.0263, 1.9465, -0.0701], [-2.6674, -0.3763, -5.2178], [0.0705, -5.0402, 2.2734], [2.8733, 3.1199, -0.4041], [-3.2998, 4.8661, 0.3073], [1.2945, -3.0050, -2.0584], [0.8776, 0.4272, -2.9688]],
  "forces_ev_per_angstrom": [[-0.7, 2.0, -1.9], [0.6, -0.8, 0.1], [1.4, -1.0, 1.2], [-0.3, -0.8, 1.3], [0.3, 0.0, 0.0], [0.0, -0.9, -0.1], [0.4, 0.2, -0.1], [0.1, -0.2, 0.0], [0.1, -0.1, 0.1], [-0.3, 0.0, -0.1], [-0.3, 0.2, 0.4], [-0.9, 1.3, -0.7], [0.0, 0.0, 0.0], [0.0, 0.0, 0.0], [-0.5, -0.3, -0.3], [0.0, 0.0, -0.1], [-0.1, 0.1, 0.0], [0.0, 0.4, 0.2], [0.4, -0.2, 0.4], [0.0, 0.0, -0.1], [-0.1, -0.1, -0.2], [0.0, -0.1, 0.0], [-0.3, -0.1, 0.0], [0.3, -0.1, 0.1], [0.0, 0.4, -0.2], [0.1, -0.1, 0.2], [0.0, 0.0, -0.1], [0.0, 0.0, 0.1], [-0.4, 0.0, -0.1], [0.0, 0.0, -0.1], [0.1, 0.3, -0.1], [-0.1, 0.2, 0.1], [0.1, -0.1, -0.1], [0.0, 0.0, 0.0], [0.1, 0.0, 0.0], [0.0, 0.0, 0.0], [0.0, 0.0, 0.0], [0.0, -0.1, 0.0], [0.1, 0.0, 0.1], [-0.1, -0.1, 0.0], [0.1, -0.1, 0.0], [0.1, 0.0, 0.0], [0.0, 0.0, 0.0], [0.0, 0.0, -0.1], [0.1, 0.1, 0.1], [-0.2, 0.0, 0.0], [-0.1, 0.0, 0.0], [0.1, 0.1, 0.0], [-0.1, 0.0, -0.1], [-0.1, -0.1, 0.1], [0.0, 0.0, 0.0], [-0.1, 0.0, -0.1], [0.0, 0.0, -0.1], [0.1, 0.0, 0.0]],
  "lowdin_spin": [0.122, 3.938, -0.038, -0.017, 0.024, 0.792, 0.009, 0.001, 0.000, 0.000, 0.055, 0.011, 0.001, 0.000, 0.001, 0.015, 0.001, 0.022, 0.002, 0.000, 0.001, 0.000, 0.002, 0.009, 0.002, 0.001, 0.000, 0.001, 0.010, 0.000, 0.000, 0.011, 0.001, 0.000, 0.001, 0.000, 0.007, 0.001, 0.000, 0.000, 0.000, 0.000, 0.000, 0.000, 0.000, 0.000, 0.000, 0.000, 0.000, 0.011, 0.000, 0.000, 0.000, 0.000]
}

{
  "formula": "C24H18F5HoO2",
  "method": "ωB97M-V/def2-TZVPD",
  "lumo_ev": [-0.94, -0.84],
  "total_energy_ha": -2523.055908,
  "total_charge": 0,
  "relative_energy_kcal_mol": 69.7,
  "orbital_gap_ev": [5.530, 5.630],
  "spin_multiplicity": 5,
  "max_force_ev_per_a": 1.70,
  "homo_energy_ha": [-0.238, -0.238],
  "species": ["Ho", "F", "F", "F", "F", "F", "O", "O", "C", "C", "C", "C", "C", "C", "C", "C", "C", "C", "C", "C", "C", "C", "C", "C", "C", "C", "C", "C", "C", "C", "C", "C", "H", "H", "H", "H", "H", "H", "H", "H", "H", "H", "H", "H", "H", "H", "H", "H", "H", "H"],
  "coordinates": [[-0.0957, 0.0066, -0.2026], [-2.3509, -0.1973, 8.1355], [-1.8544, -2.5366, 4.0617], [-0.7305, 2.0937, 4.3751], [-1.4588, 2.0948, 6.9492], [-2.5482, -2.5111, 6.6973], [-0.3072, -0.1427, -3.9222], [-1.0397, -0.2277, 2.9658], [-0.6155, 1.7532, 1.5630], [1.3675, -1.9074, 0.5303], [-0.1028, -0.9227, -5.1592], [0.8040, 1.5449, 1.6287], [-0.2809, 1.1750, -6.5534], [-1.3333, -0.2227, 4.1920], [-0.1212, 1.8393, -7.7761], [1.3457, 1.9597, 0.3700], [-0.8955, -1.9697, 1.1268], [-0.8107, -2.3199, -0.2675], [-0.9909, 2.2346, 0.2679], [-1.4346, -0.8936, -4.4250], [-1.5764, 0.9656, 6.2431], [0.3594, 1.1559, -8.9072], [-1.2280, 0.9810, 4.9294], [-2.1325, -1.3841, 6.1089], [0.5979, -2.2947, -0.6310], [0.2411, 2.4002, -0.4732], [0.6951, -0.2055, -8.8104], [0.4466, -1.7367, 1.6147], [-2.0262, -0.2051, 6.8314], [0.0621, -0.1917, -6.4474], [0.5531, -0.8774, -7.5932], [-1.7931, -1.4101, 4.7856], [2.4625, -1.7783, 0.6084], [0.9960, -2.4599, -1.6401], [2.4107, 1.9081, 0.0887], [1.0736, -0.7549, -9.6775], [-1.6775, -2.4817, -0.9342], [0.3024, 2.6556, -1.5424], [-1.8427, -1.8178, 1.6648], [-0.3719, 2.9025, -7.8472], [-2.0299, 2.3901, -0.0740], [1.3671, 1.1517, 2.4962], [-0.6356, 1.7207, -5.6674], [-1.6755, -1.7955, -3.8411], [0.8085, -1.9398, -7.4871], [0.7583, -1.4130, 2.6159], [0.5048, -1.8348, -5.0571], [-2.2582, -0.3232, -4.8979], [0.4784, 1.6758, -9.8624], [-1.3488, 1.5473, 2.3320]],
  "forces_ev_per_angstrom": [[-0.1, -0.1, 0.3], [-0.1, 0.0, 0.4], [-0.1, -0.1, -0.1], [0.0, 0.2, -0.2], [-0.1, 0.0, 0.4], [-0.1, 0.0, 0.4], [-0.2, -0.6, -0.9], [0.0, -0.2, -0.6], [-0.3, 1.0, -0.7], [-0.8, -0.6, -0.2], [-1.4, 0.0, 1.0], [-0.6, 0.5, -0.4], [0.3, -0.4, -0.2], [0.0, 0.4, -0.8], [0.1, -0.3, -0.2], [-0.7, 0.4, -0.4], [0.5, -0.5, -0.7], [1.1, -0.3, 0.5], [1.3, 0.4, 0.4], [1.2, -0.3, -0.8], [0.0, 0.1, 0.3], [0.0, -0.3, 0.4], [-0.3, -1.4, 0.6], [0.0, -0.2, 0.1], [-0.3, -0.2, 0.0], [0.3, -0.1, 0.1], [-0.1, 0.1, 0.3], [0.0, -0.2, -0.8], [-0.2, 0.0, 0.4], [0.2, 0.6, -0.7], [-0.3, 0.5, 0.9], [0.1, 1.0, 0.9], [-0.8, -0.2, -0.2], [-0.2, -0.1, 0.5], [-0.7, 0.2, 0.1], [-0.2, 0.3, 0.3], [0.7, -0.1, 0.4], [0.1, 0.1, 0.6], [0.9, -0.2, -0.2], [0.1, -0.4, 0.0], [0.8, 0.1, 0.2], [-0.6, 0.4, -0.7], [0.2, -0.3, -0.5], [-0.1, 0.6, -0.2], [0.0, 0.5, -0.2], [-0.5, -0.3, -0.7], [-0.2, 0.5, 0.2], [0.6, -0.3, 0.5], [-0.1, -0.2, 0.4], [0.6, 0.1, -0.4]],
  "lowdin_spin": [4.047, 0.000, 0.000, 0.000, 0.000, 0.000, 0.000, 0.001, -0.004, -0.005, 0.000, -0.007, 0.000, 0.000, 0.000, -0.002, -0.003, -0.004, -0.006, 0.000, 0.000, 0.000, 0.000, 0.000, -0.006, -0.007, 0.000, -0.006, 0.000, 0.000, 0.000, 0.000, 0.000, 0.000, 0.001, 0.000, 0.001, 0.000, 0.000, 0.000, 0.000, 0.000, 0.000, 0.000, 0.000, 0.000, 0.000, 0.000, 0.000, 0.000]
}

{
  "formula": "C24H18HfNO2PS",
  "method": "ωB97M-V/def2-TZVPD",
  "lumo_ev": -7.46,
  "total_energy_ha": -1917.620872,
  "total_charge": 2,
  "orbital_gap_ev": 6.989,
  "max_force_ev_per_a": 0.62,
  "homo_energy_ha": -0.531,
  "species": ["Hf", "S", "P", "O", "O", "N", "C", "C", "C", "C", "C", "C", "C", "C", "C", "C", "C", "C", "C", "C", "C", "C", "C", "C", "C", "C", "C", "C", "C", "C", "H", "H", "H", "H", "H", "H", "H", "H", "H", "H", "H", "H", "H", "H", "H", "H", "H", "H"],
  "coordinates": [[-1.7173, -0.7505, 0.1011], [-2.1898, -2.9820, 1.0943], [0.0521, 1.2914, -0.0740], [-3.0853, 0.4437, 1.1169], [-1.8437, -1.9191, -1.5693], [-1.9701, -3.2586, -1.5707], [1.2723, 2.0368, -1.1656], [-2.2236, -5.9626, -1.6099], [-0.4238, 4.6660, 2.2512], [0.8344, -0.1052, 0.8121], [-1.5144, 4.3031, 3.0299], [3.5185, 2.2959, -1.9696], [2.6189, 1.6813, -1.1124], [-0.4261, 2.5233, 1.1907], [0.8280, 2.9972, -2.0763], [1.8977, -2.3844, 2.0168], [-1.9668, 0.8545, 1.5408], [-1.9284, -3.8968, -2.7577], [-2.0564, -5.2586, -2.8022], [-2.1241, -3.8992, -0.3857], [1.7367, 3.6106, -2.9209], [-2.2533, -5.2841, -0.4082], [1.7795, -1.1959, 2.7378], [-2.1058, 3.0552, 2.8794], [3.0802, 3.2581, -2.8686], [1.2458, -0.0644, 2.1482], [0.9530, -1.3086, 0.0887], [1.4878, -2.4451, 0.6977], [0.1128, 3.7903, 1.3069], [-1.5554, 2.1709, 1.9634], [1.5991, -3.3596, 0.1304], [2.1125, -1.1585, 3.7664], [1.3974, 4.3594, -3.6234], [-2.3799, -5.8033, 0.5306], [-0.2213, 3.2671, -2.1229], [0.0161, 5.6467, 2.3731], [4.5651, 2.0264, -1.9303], [-1.9173, 5.0019, 3.7498], [0.9417, 4.0976, 0.6823], [-2.3295, -7.0387, -1.6240], [-2.9648, 2.7706, 3.4722], [2.3210, -3.2587, 2.4924], [1.1521, 0.8551, 2.7124], [-1.8016, -3.2574, -3.6184], [2.9694, 0.9419, -0.4033], [0.7478, -1.3276, -0.9826], [-2.0281, -5.7624, -3.7567], [3.7868, 3.7367, -3.5328]],
  "forces_ev_per_angstrom": [[0.4, 0.0, 0.1], [0.0, 0.0, 0.2], [0.2, -0.1, 0.0], [-0.5, 0.2, 0.4], [-0.1, -0.1, -0.2], [0.0, -0.3, 0.0], [-0.1, -0.1, 0.0], [0.0, 0.0, 0.0], [0.0, 0.0, 0.0], [-0.1, 0.0, -0.1], [0.0, 0.0, 0.0], [0.0, 0.0, 0.0], [0.0, 0.0, 0.1], [0.0, 0.0, 0.0], [0.0, 0.0, 0.0], [0.0, 0.0, -0.1], [0.1, 0.2, -0.5], [-0.1, 0.1, -0.1], [0.0, 0.0, 0.0], [0.0, 0.0, 0.0], [0.0, 0.0, 0.0], [0.0, 0.0, -0.1], [0.0, 0.1, 0.0], [-0.1, -0.1, 0.0], [0.0, 0.0, 0.0], [0.0, 0.0, 0.1], [0.1, 0.1, 0.0], [0.0, 0.0, 0.1], [0.0, 0.0, 0.0], [0.1, 0.0, 0.2], [0.0, 0.0, 0.0], [0.0, 0.0, 0.0], [0.0, 0.0, 0.0], [0.0, 0.0, 0.0], [0.0, 0.0, 0.0], [0.0, 0.0, 0.0], [0.0, 0.0, 0.0], [0.0, 0.0, 0.0], [0.0, 0.0, 0.0], [0.0, 0.0, 0.0], [0.0, 0.0, 0.0], [0.0, 0.0, 0.0], [0.0, 0.0, 0.0], [0.0, 0.0, 0.0], [0.0, 0.0, 0.0], [0.0, 0.0, 0.0], [0.0, 0.0, 0.0], [0.0, 0.0, 0.0]],
  "nbo_charge": [2.109, -0.158, 0.864, -0.635, -0.687, 0.013, -0.419, -0.096, -0.136, -0.289, -0.169, -0.179, -0.195, -0.325, -0.130, -0.147, 0.159, 0.054, -0.221, 0.064, -0.209, -0.218, -0.156, -0.154, -0.157, -0.216, -0.347, -0.177, -0.181, -0.118, 0.243, 0.251, 0.241, 0.267, 0.215, 0.248, 0.239, 0.251, 0.248, 0.261, 0.248, 0.249, 0.246, 0.261, 0.221, 0.253, 0.269, 0.242]
}